(1)
{
  "formula": "C5H9NO",
  "method": "ωB97M-V with the def2-TZVPD basis set",
  "symbols": ["C", "C", "N", "C", "C", "C", "O", "H", "H", "H", "H", "H", "H", "H", "H", "H"],
  "coordinates": [[-2.33, -0.27, 0.09], [-1.20, 0.53, 0.68], [0.05, 0.11, 1.28], [0.17, 0.79, 0.00], [1.15, 0.05, -0.94], [2.45, -0.38, -0.37], [1.42, -1.31, -0.66], [-3.21, 0.38, -0.04], [-2.65, -1.11, 0.72], [-2.06, -0.64, -0.90], [-1.60, 1.27, 1.37], [0.25, -0.87, 1.08], [0.38, 1.85, -0.02], [1.18, 0.29, -2.01], [3.35, -0.48, -0.98], [2.66, -0.21, 0.69]],
  "mulliken_charge": [-1.1816, 0.0963, -0.6463, -0.1808, -0.1478, -0.3574, -0.4516, 0.3385, 0.2909, 0.3226, 0.3297, 0.3014, 0.3209, 0.4504, 0.2752, 0.2396],
  "fmax_ha_per_bohr": 0.021,
  "homo_ev": -8.86,
  "homo_lumo_gap_ha": 0.3674,
  "e_above_lowest_kj_mol": 368.1
}

(2)
{
  "formula": "H11O5S",
  "method": "ωB97M-V with the def2-TZVPD basis set",
  "symbols": ["S", "H", "H", "H", "O", "H", "H", "O", "H", "H", "O", "H", "H", "O", "H", "H", "O"],
  "coordinates": [[0.14, 2.23, -0.66], [0.02, 3.38, 0.07], [-0.63, -0.28, -2.35], [0.36, -0.11, -1.31], [0.15, -0.74, -2.01], [0.74, -2.22, -0.03], [1.71, -1.50, 0.87], [1.36, -2.38, 0.68], [2.76, 0.57, -0.19], [1.76, 0.94, 0.84], [2.41, 0.25, 0.64], [0.00, -0.47, 1.49], [-0.47, 0.85, 1.14], [-0.75, 0.09, 1.71], [-3.66, 0.19, 0.13], [-2.49, -0.28, -0.60], [-3.40, -0.53, -0.43]],
  "mulliken_charge": [-0.7593, 0.0008, 0.3321, 0.2377, -0.6470, 0.3414, 0.3507, -0.6738, 0.3550, 0.2453, -0.6991, 0.3257, 0.2285, -0.6643, 0.3165, 0.3364, -0.6266],
  "fmax_ha_per_bohr": 0.018,
  "total_charge": -1,
  "homo_ev": -4.38,
  "homo_lumo_gap_ha": 0.2945,
  "e_above_lowest_kj_mol": 76.0
}

(3)
{
  "formula": "C4H3KO5",
  "method": "ωB97M-V with the def2-TZVPD basis set",
  "symbols": ["C", "C", "O", "C", "O", "O", "H", "H", "H", "O", "O", "C", "K"],
  "coordinates": [[-0.29, 1.01, 0.20], [-1.35, 0.29, -0.18], [-1.09, -0.85, -0.95], [-1.63, -2.03, -0.63], [-1.90, -2.43, 0.47], [-1.64, -2.73, -1.75], [-0.28, 1.25, 1.26], [-2.41, 0.47, 0.01], [-1.76, -3.67, -1.55], [0.92, 3.32, -0.93], [1.73, 1.26, -1.40], [0.95, 2.12, -1.01], [2.09, -1.08, -0.92]],
  "mulliken_charge": [-0.9265, 0.0527, -0.2706, 0.5858, -0.5007, -0.4259, 0.2704, 0.3677, 0.3562, -0.4965, -0.6326, 0.6942, 0.9258],
  "fmax_ha_per_bohr": 0.051,
  "homo_ev": [-7.15, -7.14],
  "homo_lumo_gap_ha": [0.2308, 0.2307],
  "e_above_lowest_kj_mol": 274.2
}

(4)
{
  "formula": "C41H55F6N3O9PSSr",
  "method": "ωB97M-V with the def2-TZVPD basis set",
  "symbols": ["Sr", "C", "C", "C", "C", "C", "C", "C", "N", "C", "C", "C", "C", "C", "C", "O", "C", "C", "C", "C", "C", "C", "C", "C", "C", "O", "C", "C", "C", "C", "C", "C", "H", "H", "H", "H", "H", "H", "H", "H", "H", "H", "H", "H", "H", "H", "H", "H", "H", "H", "H", "H", "H", "H", "H", "H", "H", "H", "H", "H", "H", "H", "H", "H", "H", "H", "H", "H", "H", "H", "H", "H", "N", "C", "C", "C", "C", "C", "C", "C", "C", "N", "C", "H", "H", "H", "H", "H", "H", "H", "H", "O", "S", "O", "O", "O", "C", "C", "C", "O", "C", "O", "O", "H", "H", "H", "H", "H", "H", "H", "F", "P", "F", "F", "F", "F", "F"],
  "coordinates": [[0.42, 0.26, -2.16], [1.40, 2.90, 5.68], [2.54, 2.33, 4.82], [3.74, 3.32, 4.97], [2.95, 1.00, 5.49], [2.10, 2.19, 3.39], [2.04, 0.99, 2.74], [1.64, 0.74, 1.43], [1.70, -0.40, 0.83], [1.24, -1.62, 1.19], [1.71, -2.75, 0.45], [1.10, -3.98, 0.44], [0.03, -4.07, 1.36], [-0.30, -3.16, 2.33], [0.18, -1.81, 2.22], [-0.23, -0.84, 2.89], [-1.39, -3.44, 3.34], [-1.72, -4.97, 3.42], [-2.61, -2.69, 2.75], [-1.01, -2.90, 4.74], [1.56, -5.27, -0.25], [0.44, -5.62, -1.23], [2.86, -5.01, -1.03], [1.64, -6.39, 0.83], [1.32, 1.95, 0.54], [0.35, 1.71, -0.31], [1.09, 3.29, 1.40], [1.50, 3.32, 2.70], [0.49, 4.60, 0.94], [0.55, 4.66, -0.62], [1.37, 5.82, 1.43], [-1.00, 4.61, 1.38], [1.78, 3.13, 6.71], [0.53, 2.22, 5.74], [1.03, 3.87, 5.36], [4.01, 3.51, 6.03], [3.41, 4.33, 4.53], [4.64, 2.92, 4.46], [3.14, 1.28, 6.57], [3.93, 0.67, 5.11], [2.18, 0.27, 5.58], [2.49, 0.16, 3.29], [2.42, -2.53, -0.30], [-0.56, -4.93, 1.38], [-2.37, -5.25, 2.62], [-2.19, -5.15, 4.35], [-0.79, -5.49, 3.43], [-2.63, -2.90, 1.63], [-2.52, -1.56, 2.94], [-3.48, -3.08, 3.30], [0.01, -3.15, 5.04], [-1.75, -3.18, 5.55], [-1.03, -1.79, 4.60], [0.19, -4.80, -1.97], [-0.46, -5.81, -0.65], [0.63, -6.54, -1.82], [2.83, -4.13, -1.75], [3.24, -5.91, -1.47], [3.58, -4.72, -0.26], [0.64, -6.69, 1.17], [2.26, -6.08, 1.72], [2.13, -7.31, 0.44], [1.37, 4.21, 3.30], [1.59, 4.34, -0.84], [0.38, 5.65, -1.09], [-0.17, 3.92, -1.01], [2.39, 5.57, 1.08], [1.34, 6.07, 2.53], [1.06, 6.74, 0.92], [-1.52, 3.71, 1.05], [-1.60, 5.45, 1.01], [-1.06, 4.69, 2.51], [-0.89, 1.62, -5.37], [-1.15, 2.94, -5.13], [-0.43, 3.97, -5.76], [-0.43, 5.26, -5.20], [-1.32, 5.59, -4.19], [-2.17, 4.66, -3.62], [-3.01, 4.94, -2.51], [-3.59, 3.93, -1.87], [-3.36, 2.58, -2.33], [-2.52, 2.32, -3.28], [-2.09, 3.28, -4.10], [-0.59, 1.39, -6.35], [-1.61, 0.95, -5.07], [0.29, 3.73, -6.56], [0.15, 6.01, -5.76], [-1.23, 6.60, -3.81], [-3.10, 5.98, -2.15], [-4.23, 3.99, -1.00], [-3.87, 1.75, -1.88], [2.91, 0.23, -1.64], [3.32, 1.64, -1.46], [4.70, 1.93, -1.14], [2.85, 2.42, -2.59], [2.65, 2.27, -0.11], [-4.72, -1.81, -2.52], [-3.31, -2.22, -2.90], [-3.22, -3.62, -3.47], [-2.88, -1.39, -4.03], [-2.44, -1.92, -1.60], [-2.73, -2.60, -0.62], [-1.52, -1.03, -1.67], [-4.58, -1.11, -1.69], [-5.29, -2.66, -2.10], [-5.31, -1.43, -3.36], [-3.79, -3.66, -4.40], [-3.71, -4.25, -2.74], [-2.18, -3.88, -3.62], [-1.91, -1.56, -4.11], [2.23, -1.35, -4.60], [1.10, -2.53, -4.23], [2.21, -3.67, -4.08], [1.33, -2.10, -2.55], [0.81, -2.78, -5.74], [-0.08, -1.29, -4.23], [-0.03, -3.57, -3.74]],
  "mulliken_spin": [-0.0062, 0.0037, -0.0044, 0.0076, 0.0055, 0.0164, -0.0056, -0.0558, 0.1040, 0.2034, -0.0867, 0.0872, -0.0029, 0.0221, 0.2918, 0.2542, -0.0071, 0.0023, 0.0040, 0.0009, 0.0059, 0.0275, -0.0001, 0.0150, 0.0922, 0.0137, 0.0210, -0.0011, -0.0001, -0.0027, 0.0042, 0.0056, -0.0003, 0.0009, -0.0002, 0.0000, 0.0000, -0.0001, 0.0001, 0.0007, -0.0006, 0.0037, -0.0108, -0.0054, -0.0001, 0.0000, -0.0001, -0.0024, -0.0020, 0.0010, -0.0010, 0.0005, -0.0021, -0.0087, -0.0054, 0.0019, 0.0005, 0.0001, 0.0003, -0.0014, -0.0023, 0.0012, 0.0014, 0.0002, 0.0006, 0.0000, 0.0002, -0.0003, 0.0000, -0.0014, -0.0002, 0.0000, -0.0002, -0.0001, 0.0003, -0.0002, -0.0002, 0.0001, 0.0001, -0.0001, 0.0002, 0.0004, -0.0005, 0.0000, 0.0001, 0.0000, 0.0000, 0.0000, 0.0000, 0.0000, -0.0001, 0.0003, -0.0020, 0.0011, 0.0015, 0.0117, 0.0003, -0.0004, -0.0001, -0.0001, 0.0049, -0.0008, -0.0014, 0.0000, 0.0000, -0.0001, 0.0000, 0.0001, -0.0001, 0.0000, 0.0000, -0.0007, 0.0000, 0.0029, 0.0000, 0.0000, -0.0008],
  "s_squared": 0.784,
  "fmax_ha_per_bohr": 0.069,
  "total_charge": -2,
  "homo_ev": [-2.19, -3.12],
  "homo_lumo_gap_ha": [0.2265, 0.2457],
  "spin_multiplicity": 2,
  "e_above_lowest_kj_mol": 0.0
}

Question: Which formula does entry 2 have?
Answer: H11O5S